# 1
C23H16Cl3GeN5O4SeSn | wB97M-V/def2-TZVPD

## Properties
Frontier orbital gap (spin up / spin down) in eV: 5.297 / 4.003
Energy above the lowest of the compared OMol25 structures with the same formula, charge and spin in kcal/mol: 24.2
Energy in eV: -205017.2636
Multiplicity: 2
Total charge: -1
HOMO energy (spin up / spin down) in eV: -5.544 / -5.542

Structure (XYZ):
```
54
C23H16Cl3GeN5O4SeSn (wB97M-V/def2-TZVPD)
Sn -1.72037 1.15861 0.08927
C -0.47217 0.61271 5.72797
C -0.71977 1.65141 4.84227
C -0.54957 1.45671 3.48887
C -0.08387 0.22981 3.00837
C 0.19313 -0.80529 3.90987
C -0.01917 -0.61149 5.25807
N 0.02973 0.09361 1.64147
N 0.86953 -0.74369 1.18937
C 0.85323 -0.97469 -0.15703
C 1.94323 -1.65229 -0.71913
C 1.89303 -2.00889 -2.04723
C 0.74913 -1.69979 -2.77453
C -0.26847 -0.99669 -2.15543
N -0.22427 -0.63479 -0.88363
H -0.62897 0.74841 6.78707
H -1.04817 2.61191 5.20827
H -0.70007 2.27411 2.79567
H 0.54323 -1.75299 3.53317
H 0.17313 -1.41219 5.95827
H 2.80893 -1.84889 -0.10853
H 2.72193 -2.51239 -2.52253
H 0.65413 -1.97969 -3.81003
H -1.16027 -0.70829 -2.69563
O 4.33503 2.05941 -3.82333
C 3.22623 2.03231 -4.33133
O 2.79783 1.89851 -5.46343
C 2.05553 2.16731 -3.23353
C 2.39463 2.21571 -1.89173
C 1.37423 2.21771 -0.95933
N 0.10143 2.15341 -1.31753
C -0.22317 2.15271 -2.60123
C 0.72813 2.17491 -3.61093
C -1.71267 2.03621 -2.95403
O -2.08247 2.34791 -4.06293
O -2.43987 1.55591 -2.01983
H 3.43213 2.23191 -1.59713
H 1.57213 2.24311 0.10477
H 0.42203 2.16691 -4.64603
Se -2.75267 -1.27539 1.37007
C -2.05737 -2.92269 0.68257
C -0.77527 -3.35909 1.00197
C -0.33007 -4.55739 0.46947
N -1.07427 -5.34559 -0.28793
C -2.30827 -4.94629 -0.55703
C -2.84387 -3.74859 -0.11753
H -0.12617 -2.76679 1.62687
H 0.68083 -4.90489 0.65537
H -2.89447 -5.62899 -1.15973
H -3.84767 -3.45079 -0.38323
Cl 0.56663 4.40611 2.00997
Ge -1.27987 4.51221 0.67927
Cl -0.34877 5.71391 -0.92763
Cl -2.42717 6.12491 1.78067
```



# 2
CH4OS | wB97M-V/def2-TZVPD

## Properties
Frontier orbital gap in eV: 10.583
Energy above the lowest of the compared OMol25 structures with the same formula, charge and spin in kcal/mol: 11.8
Energy in eV: -13983.2753
SMILES: C=O.S
HOMO energy in eV: -9.952

Structure (XYZ):
```
7
CH4OS (wB97M-V/def2-TZVPD)
C 0.24769 -1.62434 0.49316
O -0.07465 -2.60470 1.13093
H -0.05655 -0.66135 0.70355
H 0.75916 -1.70869 -0.45436
S -0.13835 1.56852 -0.72739
H -0.97069 2.47846 -1.25336
H 0.23339 2.55210 0.10747
```



# 3
C49H60NO29P | wB97M-V/def2-TZVPD

## Properties
Frontier orbital gap in eV: 7.249
Energy above the lowest of the compared OMol25 structures with the same formula, charge and spin in kcal/mol: 0.0
Energy in eV: -121943.0101
SMILES: CC1=C(CCCN)C(=O)c2cc(P(C)C)cc(-c3ccccc3)c2C1=O.O=C1OCCO1.O=C1OCCO1.O=C1OCCO1.O=C1OCCO1.O=C1OCCO1.O=C1OCCO1.O=C1OCCO1.O=C1OCCO1.O=C1OCCO1
HOMO energy in eV: -7.701

Structure (XYZ):
```
140
C49H60NO29P (wB97M-V/def2-TZVPD)
C -0.26624 0.27177 3.25147
C -0.71504 -0.84025 2.33533
C -1.91247 -1.42817 2.34361
C -3.01367 -1.08156 3.33208
C -2.67147 -1.39572 4.80992
C -3.03295 -2.84740 5.20565
N -4.34538 -2.94986 5.88061
C -2.20868 -2.50661 1.32693
O -2.94324 -3.44221 1.59227
C -1.51307 -2.35402 -0.00322
C -2.06768 -2.77268 -1.18120
C -1.37245 -2.57641 -2.36152
P -2.12095 -3.07380 -3.98092
C -3.50966 -1.84008 -4.14259
C -0.97208 -2.51852 -5.33653
C -0.12886 -1.98856 -2.38459
C 0.44473 -1.58742 -1.17808
C 1.81595 -0.98322 -1.28600
C 2.05225 0.35961 -1.11567
C 3.33773 0.81751 -1.28844
C 4.36104 -0.02993 -1.62239
C 4.13180 -1.38886 -1.75868
C 2.84422 -1.85252 -1.59169
C -0.24694 -1.75065 -0.00541
C 0.31616 -1.29647 1.31754
O 1.49990 -1.26197 1.59428
H 0.68096 -0.03475 3.71151
H -0.09632 1.18230 2.66367
H -0.96836 0.49179 4.05468
H -3.90993 -1.66511 3.08189
H -3.28030 -0.02687 3.17798
H -3.13681 -0.66143 5.48157
H -1.59212 -1.29123 4.97019
H -2.27163 -3.14113 5.94335
H -2.91960 -3.53355 4.35783
H -4.74607 -2.01977 5.87140
H -4.20687 -3.19854 6.84943
H -3.04449 -3.25186 -1.18135
H -3.01418 -0.86145 -4.19452
H -4.13180 -2.03257 -5.02295
H -4.05362 -1.85554 -3.19159
H -0.12207 -3.19162 -5.45365
H -0.65752 -1.48555 -5.12543
H -1.59455 -2.48688 -6.23733
H 0.42564 -1.81587 -3.29927
H 1.24595 1.04751 -0.88031
H 3.60701 1.86369 -1.18478
H 5.37544 0.32519 -1.79146
H 4.90412 -2.10721 -2.01732
H 2.63682 -2.91337 -1.71489
O -2.95978 -2.70451 9.00646
C -4.03153 -2.64754 9.52179
O -4.29240 -3.02067 10.79512
C -5.62033 -2.59176 11.11028
C -6.26325 -2.49465 9.74778
O -5.14786 -2.19862 8.90136
H -6.11495 -3.30869 11.76093
H -5.56766 -1.62755 11.61952
H -6.71014 -3.43649 9.42510
H -7.01332 -1.70981 9.68948
O 2.35706 3.07400 -3.36297
C 3.42038 3.21009 -3.87591
O 4.61521 3.11424 -3.22372
C 5.64627 3.11131 -4.21844
C 4.98665 3.80211 -5.38301
O 3.60462 3.48208 -5.18859
H 6.52495 3.63857 -3.86162
H 5.91751 2.07644 -4.44113
H 5.09499 4.89252 -5.35917
H 5.34084 3.43078 -6.34333
O -4.38599 -0.95064 -6.82269
C -4.02660 0.18186 -6.89740
O -3.07002 0.72734 -6.10588
C -2.74661 2.01623 -6.63349
C -3.99538 2.37789 -7.39909
O -4.50937 1.09245 -7.77554
H -2.52293 2.71690 -5.83285
H -1.87143 1.92514 -7.27844
H -4.73670 2.88553 -6.77795
H -3.78917 2.98889 -8.27436
O -1.94722 4.82656 -8.87105
C -1.29706 5.33718 -8.01588
O -1.12567 6.67156 -7.87223
C -0.48555 6.89724 -6.61206
C 0.20701 5.57999 -6.35752
O -0.63113 4.65016 -7.05374
H 0.20595 7.73453 -6.67206
H -1.24915 7.12117 -5.86466
H 1.20900 5.54113 -6.78850
H 0.26809 5.33164 -5.30050
O 5.62054 6.66606 -4.71038
C 6.53671 6.87160 -3.97512
O 7.35934 5.91800 -3.48446
C 8.45613 6.57566 -2.83834
C 7.86942 7.92349 -2.49813
O 6.88520 8.09755 -3.52389
H 8.77889 6.02100 -1.96092
H 9.28838 6.64448 -3.54070
H 7.37167 7.93222 -1.52703
H 8.60485 8.72350 -2.52550
O -9.08529 -5.42050 3.68907
C -8.18003 -5.10188 2.98902
O -6.87239 -5.19653 3.33053
C -6.09475 -4.93809 2.15791
C -7.03995 -4.12209 1.31199
O -8.32145 -4.59115 1.73658
H -5.18214 -4.40086 2.40597
H -5.83146 -5.89007 1.69250
H -6.96884 -3.05179 1.51855
H -6.90049 -4.28579 0.24575
O 1.08863 10.85864 -6.52824
C 1.93305 10.32663 -5.88697
O 3.24728 10.66988 -5.90479
C 3.89834 9.96358 -4.84531
C 2.98848 8.77971 -4.63657
O 1.71352 9.28830 -5.03772
H 4.90636 9.67387 -5.13177
H 3.95117 10.61244 -3.96819
H 3.24826 7.93430 -5.27528
H 2.96306 8.44533 -3.60185
O 0.83133 -6.20362 5.97344
C 0.76660 -5.31428 6.75972
O 0.32777 -4.06705 6.47302
C 0.18218 -3.36137 7.71064
C 1.12749 -4.10279 8.62283
O 1.12577 -5.41933 8.06519
H 0.44636 -2.31283 7.59163
H -0.85607 -3.43028 8.03733
H 2.14444 -3.70582 8.58720
H 0.79030 -4.11740 9.65661
O 6.47504 -8.88027 4.18600
C 5.40841 -8.83417 4.70594
O 5.15838 -9.22699 5.98278
C 3.83140 -8.80849 6.31466
C 3.17554 -8.69615 4.96195
O 4.27872 -8.38280 4.10627
H 3.34545 -9.53614 6.96041
H 3.88198 -7.85031 6.83568
H 2.73004 -9.63736 4.63246
H 2.41965 -7.91499 4.92628
```



# 4
C16H20HgN4 | wB97M-V/def2-TZVPD

## Properties
Frontier orbital gap in eV: 6.465
Energy above the lowest of the compared OMol25 structures with the same formula, charge and spin in kcal/mol: 22.2
Energy in eV: -27030.3426
Total charge: +2
HOMO energy in eV: -15.126

Structure (XYZ):
```
41
C16H20HgN4 (wB97M-V/def2-TZVPD)
Hg -0.05305 0.03651 -0.05851
N 2.47593 0.48018 -1.54978
C 2.18633 1.56194 -0.77550
C 1.07219 2.17745 -1.21184
C 0.55601 1.47134 -2.24406
C 1.57590 0.36577 -2.53841
H 3.33517 -0.04019 -1.50295
H 2.90881 1.81995 -0.07150
H 0.87722 3.15997 -0.86736
H -0.37149 1.77882 -2.78783
H 1.70680 -0.37468 -3.33058
N 0.78704 -1.46272 1.66008
C 2.05359 -1.01375 1.33212
C 2.28790 0.15036 1.93777
C 1.15286 0.46384 2.73191
C 0.20514 -0.63967 2.62969
H 0.51982 -2.43383 1.44320
H 2.65107 -1.62851 0.66723
H 3.26416 0.59669 1.77037
H 1.04389 1.37729 3.37122
H -0.70233 -0.82694 3.21008
N -1.27527 -1.43888 -1.72746
C -0.17518 -2.18799 -1.87160
C -0.02250 -2.97456 -0.82330
C -1.13212 -2.72049 0.07110
C -2.00899 -1.81932 -0.68380
H -1.73577 -0.97149 -2.47494
H 0.27992 -2.09399 -2.84308
H 0.74418 -3.71249 -0.78543
H -1.20350 -3.20988 1.03899
H -3.04959 -1.46987 -0.67475
N -1.18869 2.33687 0.90980
C -1.79179 1.43773 1.84967
C -2.52881 0.54435 1.12908
C -2.53069 1.04370 -0.23849
C -1.76233 2.21323 -0.33639
H -0.63448 3.20079 1.18717
H -1.54153 1.48908 2.87603
H -3.08504 -0.26353 1.58910
H -3.26920 0.65695 -0.93601
H -1.62158 2.91999 -1.07103
```



# 5
C7H15NO | wB97M-V/def2-TZVPD

## Properties
Frontier orbital gap in eV: 7.158
Energy above the lowest of the compared OMol25 structures with the same formula, charge and spin in kcal/mol: 155.2
Energy in eV: -11033.9448
HOMO energy in eV: -6.331

Structure (XYZ):
```
24
C7H15NO (wB97M-V/def2-TZVPD)
C 0.04058 -0.91805 -0.19717
C 0.81690 0.23001 -0.11966
C -1.34976 0.85386 0.22166
C -1.98303 0.29839 1.47290
C -2.21959 0.86198 -1.00808
N 1.04982 0.89788 -1.36652
C 2.55747 -1.09633 -0.00786
C 2.96380 -1.29552 1.23747
O -0.27556 -1.45778 -1.35893
H -0.01087 -0.79862 -2.03751
H -0.13716 -1.54873 0.66212
H 1.06012 0.65590 0.84398
H -0.92863 1.84246 0.41643
H 0.84364 1.88821 -1.30674
H 2.01914 0.77373 -1.63823
H 3.09112 -1.55865 -0.84187
H -2.77217 0.95709 1.85745
H -3.10879 1.49266 -0.86690
H -2.44256 -0.67620 1.28728
H -1.25205 0.18429 2.28015
H -1.68476 1.24915 -1.87777
H -2.57783 -0.14175 -1.25000
H 2.42430 -0.86592 2.08608
H 3.87583 -1.82807 1.51174
```



# 6
C4H8N2OS | wB97M-V/def2-TZVPD

## Properties
Frontier orbital gap in eV: 9.746
Energy above the lowest of the compared OMol25 structures with the same formula, charge and spin in kcal/mol: 29.9
Energy in eV: -20139.5368
SMILES: [H]/N=C(\N)[C@@H]1[C@H](O)[C@H]1S
HOMO energy in eV: -9.084

Structure (XYZ):
```
16
C4H8N2OS (wB97M-V/def2-TZVPD)
H -2.51369 0.52592 0.68773
N -1.80076 -0.11492 0.36683
C -0.97668 0.58300 -0.34121
N -1.24803 1.79943 -0.86014
C 0.48105 0.11455 -0.42076
C 0.67216 -1.39309 -0.37690
O -0.35758 -2.29519 -0.34477
C 1.03590 -0.58180 0.84544
S 2.73310 -0.50052 1.32203
H -0.47682 2.28429 -1.23150
H -2.15732 2.20214 -0.90939
H 1.18775 0.75688 -0.95256
H 1.42983 -1.67471 -1.10253
H -1.14012 -1.81286 -0.01650
H 0.31975 -0.66684 1.64985
H 2.81146 0.77372 1.68441
```